1.
Here is a 3-piece molecular cluster, C33H24N2O4PS overall from OMol25. Energies are from wB97M-V/def2-TZVPD.

Structure (XYZ):
```
65
Properties=species:S:1:pos:R:3:nbo_charge:R:1
N 0.06868 2.10129 -5.59417 -1.1683
P -1.35742 2.25700 -6.28898 1.0939
S -2.93975 1.23854 -5.17355 0.3097
C -4.49220 2.10292 -5.65933 -0.2056
C -5.80121 1.45431 -6.10826 -0.2408
C -6.96838 2.32699 -6.48759 0.0492
N -7.13006 3.72913 -6.47889 -0.3218
C -5.91371 4.27646 -6.01692 0.0496
C -4.61259 3.62785 -5.62596 -0.2625
H 0.35943 3.06769 -5.35320 0.4048
H -1.41655 1.79112 -7.63816 0.0359
H -1.71783 3.65780 -6.28656 0.0368
H -2.97359 -0.07212 -5.63225 0.2434
H -5.88909 0.32339 -6.15647 0.2553
H -7.90117 1.76335 -6.84860 0.2386
H -5.93335 5.42104 -5.92911 0.2382
H -3.72745 4.26198 -5.30590 0.2455
C 4.10425 3.88427 2.96422 -0.1834
C 4.20536 4.93550 2.05577 -0.1886
C 3.77756 4.76608 0.74420 -0.1509
C 3.25752 3.53894 0.33319 -0.1523
C 3.17889 2.47850 1.23712 -0.0688
C 3.59296 2.65760 2.55711 -0.1885
C 2.67476 1.15587 0.80140 0.6047
O 2.60159 0.23002 1.58878 -0.5437
C 2.26838 0.97326 -0.61064 -0.1632
C 1.84568 -0.28201 -1.04968 -0.1501
C 1.44961 -0.45939 -2.37080 -0.2013
C 1.46543 0.61754 -3.25530 -0.2031
C 1.89135 1.86731 -2.82217 -0.1913
C 2.30270 2.04560 -1.50154 -0.0570
C 2.78791 3.37353 -1.06082 0.5246
O 2.80522 4.31459 -1.83636 -0.5334
H 4.42998 4.02040 3.99005 0.2243
H 4.61625 5.88855 2.37146 0.2246
H 3.85398 5.58996 0.04248 0.2398
H 3.52168 1.84102 3.26771 0.2379
H 1.82804 -1.12410 -0.36494 0.2493
H 1.12616 -1.43759 -2.71159 0.2167
H 1.15024 0.48090 -4.28261 0.2273
H 1.90665 2.70095 -3.51592 0.2249
C 2.71971 -1.44274 4.89482 -0.1783
C 2.14122 -1.46031 6.16187 -0.1929
C 1.10304 -2.34147 6.44140 -0.1654
C 0.63158 -3.20062 5.44946 -0.1356
C 1.19505 -3.16577 4.17316 -0.0624
C 2.24842 -2.29247 3.90141 -0.1810
C 0.67118 -4.03772 3.09651 0.5160
O 1.16476 -4.01076 1.98177 -0.5374
C -0.46788 -4.93681 3.39311 -0.0575
C -1.00983 -5.72238 2.37534 -0.1762
C -2.07045 -6.57912 2.64744 -0.1974
C -2.58780 -6.66163 3.93817 -0.1926
C -2.05457 -5.87679 4.95365 -0.1494
C -0.99956 -5.00549 4.68088 -0.1519
C -0.46245 -4.14792 5.76202 0.5425
O -0.91751 -4.21659 6.89016 -0.5205
H 3.53604 -0.76114 4.68005 0.2168
H 2.50168 -0.78765 6.93308 0.2193
H 0.65975 -2.35443 7.43157 0.2418
H 2.69976 -2.26966 2.91541 0.2470
H -0.60946 -5.66539 1.36853 0.2337
H -2.49358 -7.18534 1.85323 0.2178
H -3.41074 -7.33574 4.15142 0.2212
H -2.46466 -5.94172 5.95598 0.2418
```

LUMO energy: -4.9 eV
E_HOMO: -0.3968 hartree
2S+1: 1
Largest force on an atom: 6.3 eV/A
Net charge: +1
Kohn-Sham gap: 5.9 eV



2.
Here is C15H35OS5SbW as an isolated structure from OMol25. Energies are from wB97M-V/def2-TZVPD.

Structure (XYZ):
```
58
Properties=species:S:1:pos:R:3:nbo_charge:R:1
W -0.32704 -0.07576 -1.32724 0.4900
S -1.91999 -0.15901 -2.95505 -0.0287
S -1.26567 0.99452 -4.55248 0.0658
S -0.32119 2.58361 -3.69042 0.0976
S 0.75852 1.79071 -2.12874 0.0576
C 5.49735 0.95491 -0.79851 -0.6193
C 5.33336 -0.47568 -0.28573 -0.4185
C 3.97484 -0.74513 0.37381 -0.5571
S 2.67040 -0.70867 -0.86380 1.1776
O 1.32018 -0.45125 -0.04562 -0.9381
C 2.59239 -2.47619 -1.29958 -0.5577
C 2.74080 -2.72860 -2.79251 -0.4185
C 1.62411 -2.08937 -3.61187 -0.6269
H 6.45540 1.07165 -1.30252 0.2486
H 5.46972 1.66694 0.02926 0.2215
H 4.71980 1.23624 -1.51342 0.2010
H 6.08735 -0.68334 0.47472 0.2529
H 5.50918 -1.19951 -1.08993 0.2144
H 3.69869 0.04964 1.07271 0.2567
H 3.92422 -1.70874 0.87914 0.2485
H 1.61442 -2.78477 -0.92880 0.2396
H 3.35866 -2.98982 -0.72080 0.2603
H 2.73141 -3.80947 -2.93475 0.2499
H 3.71749 -2.38143 -3.13495 0.2293
H 0.64967 -2.49244 -3.32649 0.2056
H 1.74450 -2.29682 -4.67384 0.2641
H 1.61401 -0.99922 -3.51927 0.1961
C -4.04503 -0.87535 1.52529 -0.6302
C -3.07466 -0.53706 0.39477 -0.5171
C -2.31394 -1.78611 -0.10143 -0.4949
Sb -1.57040 0.95429 0.79672 1.3666
C -0.67408 0.49931 2.70733 -0.4421
C -0.42560 -1.00347 2.77850 -0.6400
C -1.55765 1.02287 3.83607 -0.6396
C -2.44297 2.90416 0.49488 -0.4472
C -3.35251 2.81910 -0.72452 -0.6411
C -3.16344 3.38625 1.75259 -0.6343
H -4.81470 -1.56463 1.16499 0.2434
H -4.55688 0.01573 1.89335 0.2306
H -3.54210 -1.35224 2.36876 0.2144
H -3.61434 -0.09597 -0.43965 0.2406
H -2.00186 -2.42596 0.72191 0.2483
H -1.36743 -1.58172 -0.64925 0.0614
H -2.90798 -2.37077 -0.80336 0.2604
H 0.26695 1.04421 2.66363 0.2351
H -1.35985 -1.55576 2.89229 0.2140
H 0.17858 -1.21123 3.66691 0.2488
H 0.11641 -1.38603 1.91913 0.2103
H -2.56105 0.58967 3.80834 0.2180
H -1.64644 2.10874 3.83475 0.2271
H -1.10523 0.73297 4.79000 0.2486
H -1.57422 3.52424 0.28562 0.2356
H -4.27715 2.28486 -0.49573 0.2205
H -2.88050 2.34690 -1.58244 0.2126
H -3.62765 3.83410 -1.02409 0.2525
H -3.96137 2.70337 2.05699 0.2148
H -3.62776 4.35319 1.53923 0.2490
H -2.48770 3.52933 2.59510 0.2216
```

LUMO energy (alpha / beta): -8.0 / -8.0 eV
E_HOMO (alpha / beta): -0.5220 / -0.5211 hartree
Relative energy (zero: lowest compared OMol25 entry of this formula, charge and spin): 64.8 kcal per mole
2S+1: 1
Largest force on an atom: 2.7 eV/A
Net charge: +2
Kohn-Sham gap (alpha / beta): 6.2 / 6.2 eV



3.
Here is C5H7NO as an isolated structure from OMol25. Energies are from wB97M-V/def2-TZVPD.

Structure (XYZ):
```
14
Properties=species:S:1:pos:R:3:nbo_charge:R:1
O -2.18853 -0.20978 0.82569 -0.6673
C -1.45277 -1.23123 0.82317 0.2572
C -0.06546 -1.19569 0.89943 -0.3145
C 1.31789 0.33268 -0.07671 0.0300
C 0.50270 0.48850 -1.31343 -0.4241
C -0.00991 1.23010 -0.09926 -0.2978
N 0.64545 -0.01418 1.08734 -0.2368
H -1.88348 -2.22235 0.59667 0.1342
H 0.55461 -2.03256 0.60469 0.2056
H 2.28714 0.82646 -0.01257 0.2198
H -0.13945 -0.29273 -1.70346 0.2530
H 0.97293 1.11872 -2.06428 0.2401
H -1.05176 0.90042 0.24635 0.3589
H 0.26189 2.24746 0.15039 0.2417
```

LUMO energy (alpha / beta): -0.1 / -0.1 eV
E_HOMO (alpha / beta): -0.2787 / -0.2787 hartree
Relative energy (zero: lowest compared OMol25 entry of this formula, charge and spin): 129.6 kcal per mole
2S+1: 1
Largest force on an atom: 0.6 eV/A
Net charge: 0
Kohn-Sham gap (alpha / beta): 7.5 / 7.5 eV



4.
Here is C32H51N6O3S4SbSeSiTa as an isolated structure from OMol25. Energies are from wB97M-V/def2-TZVPD.

Structure (XYZ):
```
100
Properties=species:S:1:pos:R:3:lowdin_spin:R:1
Ta -0.23353 -1.18497 -0.18922 0.0041
O 3.31563 2.80209 4.73513 0.0000
C 4.07049 1.88255 3.98355 0.0004
C 3.17372 1.24348 2.96472 0.0021
C 3.63418 0.22831 2.13531 0.0004
C 2.77283 -0.34226 1.22734 0.0144
N 1.48108 0.00454 1.09596 0.0273
C 1.06635 1.05582 1.82736 0.0041
C 1.87473 1.67638 2.76928 0.0015
C -0.23104 1.66012 1.45223 0.0001
C -0.80195 2.69442 2.17506 0.0000
C -1.90978 3.34919 1.66555 -0.0002
C -2.55550 4.49414 2.40625 0.0000
O -2.03661 4.68584 3.69813 0.0000
C -2.37297 2.95230 0.41589 0.0001
C -1.78122 1.87908 -0.21305 -0.0006
N -0.74567 1.20575 0.30272 0.0023
H 3.88087 3.22984 5.38583 0.0000
H 4.50207 1.09507 4.61182 0.0001
H 4.89780 2.37325 3.45604 0.0001
H 4.65752 -0.12068 2.18278 0.0000
H 3.14910 -1.09878 0.55964 0.0026
H 1.50919 2.51493 3.33913 0.0001
H -0.39870 3.00152 3.12761 0.0000
H -3.64127 4.35872 2.41048 0.0000
H -2.35512 5.41122 1.84485 0.0000
H -2.53216 4.15745 4.33203 0.0000
H -3.20953 3.45026 -0.05759 0.0000
H -2.15426 1.53132 -1.16632 -0.0005
C -1.05076 -3.87541 -3.40554 0.0000
C 0.08194 -3.23184 -2.68139 0.0001
O -0.03706 -2.10028 -2.15130 0.0014
N 1.25759 -3.83941 -2.63307 -0.0001
C 2.42171 -3.15993 -2.07659 0.0011
C 2.57680 -3.37757 -0.59708 0.0005
C 3.58582 -4.20696 -0.13392 0.0000
C 3.69098 -4.47265 1.22090 0.0000
C 2.75144 -3.91406 2.06704 0.0001
C 1.77543 -3.09687 1.53370 0.0002
N 1.69269 -2.78638 0.22659 0.0016
H -1.86189 -3.15995 -3.50164 0.0000
H -1.40062 -4.72034 -2.80862 0.0000
H -0.74234 -4.23670 -4.38589 0.0000
H 1.34948 -4.76350 -3.02694 0.0000
H 2.28956 -2.09770 -2.26995 0.0016
H 3.30533 -3.50610 -2.60807 0.0000
H 4.27465 -4.64594 -0.84288 0.0000
H 4.47423 -5.11537 1.59963 0.0000
H 2.75695 -4.10752 3.13005 0.0000
H 1.02319 -2.66133 2.17652 0.0000
S -0.99443 -3.65673 0.18818 0.0011
Sb -2.79503 -2.36257 0.97242 0.0024
S -1.07646 -1.18027 2.16694 0.0023
S -2.39752 -0.91339 -1.03223 0.0019
C -4.62924 1.52900 -3.53880 0.0018
C -4.83362 2.91960 -4.13500 0.0001
C -3.96768 4.00363 -3.47700 0.0001
C -2.69078 4.35790 -4.23377 0.0040
N -1.83558 3.18566 -4.48198 0.0164
C -0.87684 2.68294 -3.69256 0.0353
S -0.63913 0.96618 -3.79914 0.3854
N -0.13015 3.44339 -2.90417 0.0004
C 0.11666 4.88430 -2.97391 0.0003
C -0.35913 5.61712 -1.72563 -0.0001
C -0.08821 7.11882 -1.78612 0.0000
C -0.88842 7.83524 -2.86855 0.0000
H -5.22245 0.78196 -4.06587 0.0000
H -4.93858 1.51615 -2.49113 0.0001
H -3.58575 1.20666 -3.56853 0.0030
H -5.88432 3.19118 -4.03126 0.0000
H -4.64843 2.90361 -5.21486 0.0000
H -3.70322 3.69088 -2.46068 0.0000
H -4.53179 4.93357 -3.37638 0.0001
H -2.13375 5.10330 -3.68002 0.0002
H -2.92878 4.78912 -5.20689 0.0002
H -2.26753 2.48143 -5.06392 0.0076
H 0.51813 2.91574 -2.33357 -0.0014
H -0.32624 5.27325 -3.88746 0.0000
H 1.19708 5.01380 -3.07940 0.0001
H 0.14595 5.17811 -0.85815 0.0000
H -1.42962 5.43842 -1.57802 0.0000
H 0.98163 7.28962 -1.93653 0.0000
H -0.32804 7.55279 -0.81367 0.0000
H -0.59786 7.52582 -3.87388 0.0000
H -0.74048 8.91253 -2.81374 0.0000
H -1.95884 7.64700 -2.75312 0.0000
C 4.48453 -0.21368 -2.53305 0.0099
Si 2.91207 0.27789 -3.42003 0.0187
C 2.42598 -0.89479 -4.78738 0.0000
C 3.02237 2.02256 -4.07034 -0.0008
Se 1.28285 0.54920 -1.75274 0.4433
H 5.34514 -0.01165 -3.17541 0.0009
H 4.51512 -1.27381 -2.27277 0.0000
H 4.61365 0.36991 -1.61955 0.0022
H 3.15671 -0.79488 -5.59508 0.0000
H 1.45141 -0.62354 -5.19355 -0.0004
H 2.40447 -1.94502 -4.49899 0.0000
H 3.78483 2.08050 -4.85130 0.0000
H 3.29352 2.72980 -3.28500 0.0002
H 2.07128 2.32635 -4.51152 -0.0005
```

LUMO energy (alpha / beta): -5.7 / -6.3 eV
Expectation value of S²: 0.76
E_HOMO (alpha / beta): -0.4506 / -0.4651 hartree
Relative energy (zero: lowest compared OMol25 entry of this formula, charge and spin): 16.4 kcal per mole
2S+1: 2
Largest force on an atom: 0.5 eV/A
Net charge: +2
Kohn-Sham gap (alpha / beta): 6.6 / 6.4 eV



5.
Here is a 11-piece molecular cluster, C23H27Cl8F6O21 overall from OMol25. Energies are from wB97M-V/def2-TZVPD.

Structure (XYZ):
```
85
Properties=species:S:1:pos:R:3:lowdin_charge:R:1
O -0.86402 -0.12466 -0.85644 0.0230
C -0.15800 -0.61019 0.25060 -0.7546
O 0.06985 0.23805 1.15462 -0.0421
O 0.19113 -1.80729 0.22453 -0.0366
H -0.92262 0.79483 -0.51929 0.0909
C -4.09014 2.61397 2.73608 -0.9447
Cl -2.78426 2.08203 1.64937 0.6151
Cl -3.38275 3.15019 4.27321 0.5936
H -4.55889 3.49608 2.30892 0.0207
H -4.88428 1.88096 2.83335 0.0375
C -3.48722 -1.44907 0.84358 -0.9829
Cl -2.76586 -2.60667 1.96942 0.6099
Cl -4.89572 -2.05331 -0.07406 0.5070
H -3.87242 -0.63158 1.43956 -0.0149
H -2.72523 -1.15020 0.13479 -0.0022
C -0.42629 -4.52040 1.03380 -1.0371
Cl -1.36484 -5.87791 1.75664 0.4701
Cl 0.69735 -5.16503 -0.18519 0.5478
H -1.07561 -3.81205 0.54202 -0.0472
H 0.10284 -4.07205 1.86523 0.0069
C 3.07746 -1.94758 1.96569 -1.0214
Cl 3.38359 -0.90891 3.37626 0.5764
Cl 3.38222 -3.63736 2.36976 0.5240
H 2.04490 -1.82740 1.64079 -0.0023
H 3.73924 -1.63521 1.16605 0.0132
C -0.19852 -1.22778 -4.07147 -0.0021
C -0.77121 -2.27005 -3.11713 -0.2904
O -0.56684 -3.46739 -3.80570 0.1351
C 0.30258 -3.29983 -4.82446 -0.6450
O 0.74281 -4.20904 -5.45008 0.1715
O 0.56973 -2.00998 -5.00207 0.1070
F -2.13606 -2.10832 -2.98905 0.0485
H 0.42963 -0.43962 -3.66620 0.1304
H -1.04653 -0.73997 -4.55376 0.1471
H -0.34722 -2.23845 -2.11058 0.0989
C -2.95592 3.07177 -1.73006 -0.1038
C -3.41530 2.94777 -3.16192 -0.3309
O -2.27818 2.37413 -3.74865 0.1361
C -1.19056 2.84520 -3.07782 -0.5331
O -0.06616 2.78189 -3.42510 0.2104
O -1.62065 3.49124 -1.95448 0.0678
F -3.72436 4.12077 -3.76032 0.0873
H -3.03301 2.12996 -1.18829 0.0999
H -3.59662 3.82068 -1.26278 0.1425
H -4.28754 2.29086 -3.17971 0.1720
C 1.78425 -2.31983 -1.94600 -0.0855
C 2.34360 -3.31369 -2.97385 -0.1740
O 2.84235 -2.45675 -3.99666 0.1670
C 2.83883 -1.19257 -3.60513 -0.4844
O 3.45744 -0.28769 -4.05034 0.1782
O 1.99626 -1.05352 -2.53531 -0.0403
F 1.34356 -4.04029 -3.55584 0.0283
H 2.33315 -2.39436 -1.00479 0.1261
H 0.72399 -2.49629 -1.78015 0.0595
H 3.11490 -3.99437 -2.61768 0.1787
C 0.29414 4.15396 1.89776 -0.0385
C 1.15364 3.03544 2.41508 -0.3079
O 1.05303 3.11846 3.81139 0.1350
C 0.08724 3.99912 4.14976 -0.5695
O -0.09563 4.26147 5.29613 0.1668
O -0.56176 4.44547 3.03617 0.0211
F 2.46830 3.16380 2.04777 0.0600
H -0.34267 3.87665 1.05854 0.1126
H 0.76349 5.09502 1.60574 0.1442
H 0.81891 2.06615 2.03403 0.1310
C 0.11638 -0.76510 4.20963 -0.0873
C -1.04902 0.21061 4.20044 -0.3371
O -0.84743 0.98113 5.36277 0.1172
C 0.19777 0.51754 6.07271 -0.5595
O 0.57385 0.92723 7.12166 0.1737
O 0.85558 -0.41869 5.36773 0.0588
F -2.25339 -0.40859 4.30519 0.0385
H 0.68936 -0.46093 3.33330 0.0729
H -0.24746 -1.78273 4.08022 0.1412
H -0.94995 0.79554 3.29339 0.0987
C 2.94574 0.39184 -0.56816 -0.0859
C 1.99128 1.15032 -1.48570 -0.2835
O 2.72662 1.11163 -2.71343 0.0743
C 4.04207 0.97416 -2.44471 -0.5457
O 4.91967 1.03921 -3.23182 0.1761
O 4.20643 0.65150 -1.11495 0.0947
F 1.76594 2.42589 -1.10310 0.0843
H 2.72462 -0.67869 -0.62113 0.0935
H 2.88944 0.75773 0.45841 0.1367
H 1.04496 0.63115 -1.62868 0.1303
```

LUMO energy: 1.4 eV
E_HOMO: -0.2975 hartree
2S+1: 1
Largest force on an atom: 8.2 eV/A
Net charge: -1
Kohn-Sham gap: 9.5 eV



6.
Here is C5H6O2 in the gas phase from OMol25. Energies are from wB97M-V/def2-TZVPD.

Structure (XYZ):
```
13
Properties=species:S:1:pos:R:3:nbo_charge:R:1
C 0.36743 2.04921 -1.71742 -0.2226
C 0.19042 1.00379 -1.14356 -0.0020
C 0.01432 -0.26254 -0.42320 -0.4306
C -1.43926 -0.41014 0.03011 0.4572
O -1.90844 0.18501 0.97020 -0.5078
C 0.89373 -0.35163 0.83274 -0.0412
O 0.67312 -1.57296 1.50643 -0.7114
H 0.59001 2.96265 -2.22730 0.2440
H 0.25018 -1.09574 -1.10463 0.2425
H -2.04088 -1.11943 -0.56270 0.1209
H 0.69814 0.51679 1.47848 0.1873
H 1.93093 -0.33104 0.49709 0.1929
H -0.21971 -1.57398 1.86376 0.4709
```

LUMO energy: 0.6 eV
E_HOMO: -0.3672 hartree
Relative energy (zero: lowest compared OMol25 entry of this formula, charge and spin): 58.7 kcal per mole
2S+1: 1
Largest force on an atom: 0.7 eV/A
Net charge: 0
Kohn-Sham gap: 10.6 eV